Version w
9
Properties=species:S:1:pos:R:3 method="wB97M-V/def2-TZVPD" charge=+1 e_homo_ev="-15.637 / -15.244" orbital_gap_ev="6.9 / 6.5"
C 0.387 -0.577 0.833
C 0.314 0.222 -0.448
N 1.717 -0.481 0.795
N 1.734 0.159 -0.437
O 2.834 -1.027 1.425
O 2.604 0.517 -1.136
H -0.231 -0.757 1.814
H -0.199 -0.260 -1.346
H -0.249 1.365 -0.315

---

Version x
9
Properties=species:S:1:pos:R:3 method="wB97M-V/def2-TZVPD" charge=+1 e_homo_ev=-15.974 orbital_gap_ev=8.1
C -1.068 1.164 0.205
C 1.314 -0.507 0.307
N -1.488 0.436 -0.645
N 0.452 -1.318 0.008
O -0.488 1.754 1.003
O -0.195 -2.191 -0.284
H 1.007 0.424 0.849
H 2.384 -0.532 0.062
H -1.917 0.769 -1.505

---

Q: What are the energies relative to the best structure? A: version w 441.8; version x 0.0, in kJ/mol.

---

Version w
14
Properties=species:S:1:pos:R:3 method="wB97M-V/def2-TZVPD" charge=0 e_homo_ev=-10.018 orbital_gap_ev=10.9
C 0.881 -1.776 -0.945
C 1.787 -2.096 0.195
C -1.454 2.729 1.304
C -1.587 2.112 0.154
N 0.626 -0.703 -1.534
F 0.235 -2.936 -1.386
F -2.686 1.421 -0.180
H 1.790 -3.087 0.376
H 2.776 -1.691 -0.018
H 1.400 -1.698 1.182
H -2.088 2.563 2.129
H -0.177 -0.577 -2.234
H -0.666 3.419 1.554
H -0.837 2.319 -0.597

---

Version x
14
Properties=species:S:1:pos:R:3 method="wB97M-V/def2-TZVPD" charge=0 e_homo_ev=-8.846 orbital_gap_ev=9.3
C -1.864 -0.746 -0.009
C -0.658 -0.823 -0.196
C 0.970 0.766 -0.892
C 1.496 -0.876 0.851
N 0.607 -0.458 -0.209
F -3.049 -1.260 -0.255
F -3.112 2.006 0.292
H -2.789 1.113 0.285
H 0.217 1.002 -1.641
H 1.043 1.604 -0.193
H 1.935 0.635 -1.387
H 1.265 -1.899 1.140
H 2.520 -0.833 0.479
H 1.418 -0.232 1.735

---

Q: What are the energies relative to the best structure? A: version w 0.0; version x 156.6, in kJ/mol.

---

Version w
24
Properties=species:S:1:pos:R:3 method="wB97M-V/def2-TZVPD" charge=0 e_homo_ev=-9.052 orbital_gap_ev=8.9
C -0.302 3.115 2.211
C -1.646 3.794 2.051
C -2.723 2.936 1.698
C -1.102 1.213 0.803
C 0.776 -3.371 -0.544
C 0.655 -1.888 -0.486
C 0.926 -1.067 -1.561
C 2.278 -2.861 -2.527
H 0.674 1.041 1.599
H -1.715 4.928 2.301
H -3.745 3.208 1.746
H -3.016 1.367 0.416
H 1.840 -4.763 -1.843
H -0.019 -1.496 0.333
H 0.596 0.012 -1.505
H 2.167 -0.956 -3.234
N -0.209 1.808 1.621
N -2.358 1.656 1.082
N 1.667 -3.727 -1.699
N 1.810 -1.633 -2.505
O 0.509 3.668 2.880
O -0.896 0.384 -0.151
O 0.609 -4.008 0.494
O 3.224 -3.359 -3.181

---

Version x
24
Properties=species:S:1:pos:R:3 method="wB97M-V/def2-TZVPD" charge=0 e_homo_ev=-8.197 orbital_gap_ev=8.2
C -2.279 0.389 -2.182
C -0.977 0.154 -1.488
C -0.083 1.160 -1.267
C -1.462 2.757 -2.346
C 1.929 -0.713 2.915
C 1.850 -2.138 3.036
C 1.235 -2.860 2.083
C 0.679 -0.869 0.728
H -3.425 2.109 -2.933
H -0.627 -0.894 -1.204
H 0.766 1.190 -0.530
H 0.345 3.244 -1.634
H 1.581 0.788 1.567
H 2.355 -2.627 3.848
H 1.081 -3.919 2.021
H 0.082 -2.693 0.294
N -2.459 1.733 -2.642
N -0.357 2.443 -1.604
N 1.394 -0.189 1.726
N 0.584 -2.231 1.014
O -3.176 -0.390 -2.169
O -1.622 3.842 -2.799
O 2.395 0.024 3.783
O 0.189 -0.311 -0.217

---

Q: What are the energies relative to the best structure? A: version w 0.0; version x 334.4, in kJ/mol.

---

Version w
119
Properties=species:S:1:pos:R:3 method="wB97M-V/def2-TZVPD" charge=0 e_homo_ev=-8.873 orbital_gap_ev=9.5
C 13.064 -22.213 -17.929
C 11.753 -22.469 -18.651
C 11.544 -23.896 -19.143
O 10.324 -23.977 -19.826
C 10.001 -25.259 -20.282
N 10.702 -22.207 -17.639
H 13.294 -23.120 -17.362
H 13.090 -21.262 -17.410
H 13.878 -22.247 -18.662
H 11.637 -21.758 -19.476
H 11.623 -24.483 -18.221
H 12.377 -24.144 -19.816
H 9.863 -26.013 -19.497
H 10.609 -25.696 -21.079
H 8.987 -25.160 -20.679
H 10.836 -21.380 -17.077
H 9.830 -22.091 -18.149
C 16.637 -23.261 -21.671
C 16.806 -22.929 -20.187
C 16.496 -21.489 -19.792
O 16.731 -21.271 -18.427
C 16.445 -19.948 -18.031
N 15.955 -23.829 -19.385
H 17.028 -24.251 -21.902
H 17.141 -22.581 -22.359
H 15.557 -23.252 -21.831
H 17.858 -23.087 -19.905
H 15.424 -21.373 -20.005
H 17.144 -20.884 -20.437
H 16.495 -19.184 -18.810
H 17.159 -19.716 -17.238
H 15.450 -19.858 -17.579
H 15.978 -23.440 -18.445
H 16.360 -24.755 -19.306
C 10.304 -22.358 -25.025
C 10.207 -23.874 -25.115
C 10.749 -24.567 -23.879
O 11.171 -25.908 -24.097
C 12.550 -25.978 -24.447
N 8.866 -24.390 -25.410
H 9.927 -21.854 -25.922
H 11.349 -22.053 -24.974
H 9.656 -21.963 -24.240
H 10.791 -24.246 -25.973
H 9.918 -24.659 -23.175
H 11.515 -23.979 -23.367
H 13.194 -25.462 -23.728
H 12.679 -25.544 -25.444
H 12.779 -27.042 -24.452
H 8.650 -24.350 -26.399
H 8.840 -25.388 -25.215
C 11.735 -22.567 -27.517
C 12.908 -23.537 -27.337
C 13.439 -23.588 -25.903
O 14.576 -24.411 -25.922
C 15.286 -24.472 -24.717
N 12.429 -24.874 -27.741
H 12.026 -21.584 -27.144
H 10.861 -22.921 -26.976
H 11.535 -22.536 -28.588
H 13.814 -23.203 -27.858
H 12.665 -23.865 -25.175
H 13.766 -22.574 -25.618
H 15.579 -23.471 -24.377
H 16.150 -25.108 -24.880
H 14.721 -24.844 -23.853
H 12.261 -24.823 -28.745
H 13.238 -25.497 -27.697
C 15.392 -13.356 -24.012
C 13.989 -13.346 -23.422
C 13.012 -14.295 -24.098
O 13.056 -14.149 -25.511
C 12.897 -15.389 -26.210
N 14.052 -13.577 -21.975
H 15.806 -14.368 -24.017
H 16.054 -12.634 -23.535
H 15.371 -13.053 -25.062
H 13.678 -12.294 -23.547
H 11.971 -14.147 -23.802
H 13.293 -15.301 -23.766
H 13.907 -15.811 -26.247
H 12.518 -15.038 -27.170
H 12.201 -16.069 -25.710
H 13.170 -13.234 -21.607
H 14.765 -12.986 -21.565
C 14.771 -18.130 -24.141
C 13.563 -18.815 -23.550
C 13.804 -20.189 -22.998
O 12.614 -20.666 -22.412
C 12.773 -21.978 -21.898
N 12.906 -17.923 -22.557
H 14.751 -17.040 -24.144
H 15.024 -18.440 -25.158
H 15.671 -18.313 -23.537
H 12.827 -18.908 -24.365
H 14.580 -20.170 -22.210
H 14.221 -20.846 -23.776
H 13.349 -22.614 -22.583
H 11.795 -22.442 -21.780
H 13.323 -21.909 -20.954
H 12.251 -17.351 -23.078
H 12.350 -18.451 -21.898
C 10.687 -13.495 -19.093
C 9.982 -14.358 -20.151
C 10.897 -15.002 -21.154
O 10.254 -15.716 -22.227
C 9.232 -14.965 -22.884
N 9.125 -15.366 -19.483
H 11.356 -12.795 -19.588
H 11.288 -14.175 -18.476
H 9.957 -13.156 -18.361
H 9.337 -13.641 -20.682
H 11.566 -15.740 -20.713
H 11.489 -14.262 -21.698
H 9.598 -13.938 -22.980
H 8.291 -14.977 -22.328
H 9.086 -15.454 -23.844
H 8.822 -15.959 -20.260
H 8.274 -14.909 -19.169

---

Version x
119
Properties=species:S:1:pos:R:3 method="wB97M-V/def2-TZVPD" charge=0 e_homo_ev=-8.670 orbital_gap_ev=9.1
C 4.614 -4.535 2.289
C 4.764 -3.333 1.553
C 3.687 -2.876 0.588
O 3.496 -3.959 -0.261
C 2.401 -3.730 -1.272
N 5.223 -2.222 2.392
H 5.527 -4.878 2.747
H 4.490 -5.369 1.696
H 3.818 -4.589 3.283
H 5.359 -3.655 0.904
H 3.827 -1.929 0.210
H 2.766 -2.659 0.982
H 1.509 -3.480 -0.667
H 2.203 -4.574 -1.869
H 2.537 -2.638 -1.807
H 5.825 -2.723 3.070
H 4.303 -2.049 2.948
C -3.946 3.791 -2.124
C -2.543 3.532 -2.191
C -2.094 3.155 -3.661
O -3.065 2.199 -4.235
C -2.788 1.930 -5.633
N -1.675 4.563 -1.676
H -3.904 4.475 -2.782
H -4.262 4.402 -1.208
H -4.820 3.092 -2.717
H -2.353 2.564 -1.764
H -1.099 2.689 -3.696
H -1.965 3.980 -4.417
H -2.223 1.061 -5.564
H -2.209 2.753 -6.110
H -3.803 1.663 -5.996
H -1.721 5.262 -2.257
H -0.771 4.187 -1.609
C -1.445 -0.549 -2.408
C -0.713 -1.669 -1.702
C -0.119 -1.032 -0.397
O 1.112 -0.468 -0.830
C 1.847 0.398 0.042
N -1.727 -2.731 -1.325
H -0.721 0.241 -2.673
H -2.036 0.140 -1.755
H -2.086 -0.688 -3.354
H 0.049 -2.205 -2.404
H 0.222 -1.792 0.325
H -0.776 -0.360 0.155
H 2.214 -0.280 0.779
H 1.384 1.466 0.403
H 2.931 0.744 -0.332
H -2.502 -2.533 -0.831
H -1.422 -3.613 -0.996
C -2.919 4.036 3.949
C -2.355 3.713 2.551
C -1.092 2.959 2.452
O -0.017 3.741 2.832
C 1.224 3.186 2.837
N -3.412 3.001 1.793
H -1.927 4.296 4.670
H -3.675 3.244 4.162
H -3.401 4.839 4.177
H -2.134 4.603 2.057
H -0.906 2.709 1.334
H -1.070 1.839 2.922
H 1.892 3.908 3.254
H 1.446 3.225 1.792
H 1.160 2.307 3.393
H -3.214 3.373 0.792
H -4.288 3.489 2.172
C -3.944 -1.834 2.490
C -3.801 -0.376 2.122
C -5.017 -0.063 1.103
O -4.913 -0.989 0.190
C -5.160 -0.503 -1.086
N -3.722 0.489 3.280
H -3.532 -2.511 1.884
H -4.823 -2.346 2.880
H -3.124 -1.924 3.347
H -3.043 -0.265 1.216
H -4.900 0.958 0.977
H -5.970 -0.102 1.704
H -6.226 -0.416 -1.298
H -5.129 -1.366 -1.916
H -4.577 0.279 -1.297
H -4.541 0.999 3.590
H -3.586 1.384 2.840
C 5.820 2.373 -2.084
C 5.418 2.443 -3.577
C 3.979 2.234 -3.912
O 3.658 0.987 -3.614
C 2.203 0.784 -3.440
N 5.889 3.763 -4.013
H 5.443 3.234 -1.619
H 6.772 2.360 -1.987
H 5.463 1.442 -1.387
H 6.148 1.809 -4.116
H 3.945 2.678 -4.893
H 3.257 2.938 -3.510
H 1.386 1.174 -4.338
H 1.905 1.278 -2.436
H 2.123 -0.273 -3.453
H 5.682 4.224 -5.017
H 6.843 3.569 -3.870
C -0.395 -4.903 1.438
C 0.969 -4.886 2.234
C 0.859 -3.754 3.324
O 0.420 -2.535 2.698
C 0.001 -1.498 3.560
N 1.144 -6.240 2.888
H -1.223 -5.034 2.098
H -0.240 -5.723 0.633
H -0.640 -3.953 0.876
H 1.731 -4.888 1.669
H 1.848 -3.732 3.734
H 0.292 -4.012 4.247
H 0.486 -1.244 4.340
H -0.959 -1.711 4.003
H -0.186 -0.869 2.815
H 1.895 -6.106 3.449
H 1.441 -6.979 2.250

---

Q: What are the energies relative to the best structure? A: version w 0.0; version x 1473.0, in kJ/mol.

---

Version w
13
Properties=species:S:1:pos:R:3 method="wB97M-V/def2-TZVPD" charge=0 e_homo_ev=-8.838 orbital_gap_ev=7.9
C 0.861 -0.638 1.044
C -0.028 0.235 0.505
C -0.050 1.653 0.815
C -0.488 2.465 -0.203
C -0.701 0.225 -1.035
H 1.508 -0.274 1.826
H -0.148 1.686 2.167
H -0.705 3.621 -0.136
H -1.610 1.943 -2.065
N 0.797 -2.080 0.620
N -0.668 1.705 -1.395
O 1.401 -2.777 1.300
O -1.090 -0.723 -1.691

---

Version x
13
Properties=species:S:1:pos:R:3 method="wB97M-V/def2-TZVPD" charge=0 e_homo_ev=-8.846 orbital_gap_ev=9.3
C -1.316 -0.795 0.115
C -1.854 0.668 0.181
C 0.433 0.555 0.041
C 2.156 -0.747 -0.001
C 0.050 -0.752 0.316
H -2.517 0.984 -0.775
H -2.517 1.060 0.931
H 2.432 1.252 -0.290
H 3.133 -1.076 -0.321
N 1.808 0.561 -0.177
N 1.054 -1.513 0.264
O -2.143 -1.676 -0.293
O -0.720 1.482 0.010

---

Q: What are the energies relative to the best structure? A: version w 292.8; version x 0.0, in kJ/mol.